Molecular formula: C2H8S2
Method: DFT, the ωB97M-V functional and the def2-TZVPD basis

The molecular weight comes out at 96.22 g mol⁻¹. Its energy relative to the best compared isomer or geometry (same formula, charge and spin) is 0.634 eV. The SMILES is CSC.S. The orbital gap comes out at 9.05 eV. The total charge is 0. The multiplicity is 1.

```
12
Properties=species:S:1:pos:R:3:forces:R:3
C 0.412 -0.854 -0.373 0.03 -1.46 -1.31
S 0.873 0.804 -0.809 -0.18 0.31 1.02
C 1.837 1.227 0.666 -0.74 0.33 -0.08
H 1.038 -1.491 -1.004 0.04 -0.27 0.33
H 0.479 -1.227 0.641 0.24 0.62 0.40
H -0.592 -1.066 -0.706 -0.45 0.19 -0.04
H 2.317 2.112 0.274 0.75 0.23 0.61
H 2.494 0.424 0.962 0.59 -0.06 -0.34
H 1.261 1.470 1.573 -0.19 0.09 -0.58
S -3.207 0.047 -0.592 0.03 0.42 -0.46
H -3.698 -1.005 -1.288 0.08 0.04 0.67
H -3.215 -0.439 0.655 -0.20 -0.45 -0.23
```
Positions in Å, forces in eV/Å.

Molecular formula: C2H8S2Si
Method: DFT, the ωB97M-V functional and the def2-TZVPD basis

The molecular weight comes out at 124.31 g mol⁻¹. Its energy relative to the best compared isomer or geometry (same formula, charge and spin) is 4.117 eV. The SMILES is [SiH3]C=S.CS. The orbital gap comes out at 7.99 eV. The total charge is 0. The multiplicity is 1.

```
13
Properties=species:S:1:pos:R:3:forces:R:3
Si -2.630 -0.408 0.471 -0.22 -3.03 -1.73
C -2.298 -0.966 -1.326 1.53 -1.05 0.68
S -1.323 -2.248 -1.647 -0.79 0.84 0.00
H -2.206 0.888 0.439 0.72 2.54 0.67
H -2.296 -1.459 1.408 1.12 0.04 0.51
H -3.997 -0.715 0.497 -2.09 0.60 0.13
H -2.678 -0.375 -2.148 -0.22 0.07 -0.26
C 3.086 1.226 0.702 0.47 -0.99 0.47
S 1.674 0.253 0.019 1.83 -0.55 -1.13
H 2.993 2.251 0.354 0.23 0.01 0.34
H 4.045 0.756 0.350 -1.02 0.65 0.29
H 3.072 1.099 1.808 -0.03 0.53 -0.79
H 2.559 -0.301 -0.928 -1.53 0.35 0.82
```
Positions in Å, forces in eV/Å.

Molecular formula: C2H8S3
Method: DFT, the ωB97M-V functional and the def2-TZVPD basis

The molecular weight comes out at 128.29 g mol⁻¹. Its energy relative to the best compared isomer or geometry (same formula, charge and spin) is 1.358 eV. The SMILES is CSC.SS. The orbital gap comes out at 8.24 eV. The total charge is 0. The multiplicity is 1.

```
13
Properties=species:S:1:pos:R:3:forces:R:3
C 2.461 -1.770 -2.870 -1.55 -0.82 -1.42
S 1.219 -0.927 -1.899 -0.24 -0.65 0.94
C 1.776 -1.190 -0.145 -0.50 -1.34 -0.42
H 2.042 -1.908 -3.874 -0.74 0.08 0.13
H 3.263 -1.181 -3.172 1.97 0.98 0.51
H 2.689 -2.798 -2.638 0.33 -0.08 0.83
H 2.414 -0.337 0.042 0.43 -0.45 0.72
H 2.124 -2.240 0.089 0.67 1.30 -0.90
H 0.930 -1.256 0.545 -0.38 0.97 -0.36
S -0.608 1.535 1.694 -2.27 -1.94 -2.00
S -2.800 0.928 1.759 2.18 -0.10 0.22
H -0.505 0.765 0.465 0.11 1.40 1.85
H -3.334 2.134 1.758 -0.04 0.66 -0.10
```
Positions in Å, forces in eV/Å.

Molecular formula: C2H8S4Si
Method: DFT, the ωB97M-V functional and the def2-TZVPD basis

The molecular weight comes out at 188.44 g mol⁻¹. Its energy relative to the best compared isomer or geometry (same formula, charge and spin) is 3.323 eV. The SMILES is SC=C(S)S.[SiH3]S. The orbital gap comes out at 8.68 eV. The total charge is 0. The multiplicity is 1.

```
15
Properties=species:S:1:pos:R:3:forces:R:3
S -0.716 -2.050 -2.259 -0.04 0.01 0.38
C -1.533 -1.914 -0.684 -1.18 1.45 -1.57
C -2.345 -0.876 -0.374 0.43 -0.86 0.07
S -2.509 0.459 -1.495 -0.04 1.47 1.76
S -3.153 -0.718 1.213 -0.56 0.01 -0.33
H -1.417 -1.066 -2.839 0.32 -0.15 -0.19
H -1.595 -2.861 -0.251 0.15 -1.06 1.38
H -2.295 1.316 -0.397 -0.36 -0.39 -1.53
H -4.410 -0.237 0.844 1.23 -0.48 -0.05
Si 1.662 0.748 1.983 1.00 -1.74 -2.20
S 0.471 1.474 0.347 1.33 -0.23 -1.06
H 0.977 -0.238 2.791 -0.46 -0.31 0.24
H 2.164 1.741 2.826 0.54 1.35 0.98
H 2.847 0.031 1.253 -0.92 0.61 0.78
H 1.504 1.236 -0.615 -1.44 0.31 1.34
```
Positions in Å, forces in eV/Å.

Molecular formula: C2H8Si2
Method: DFT, the ωB97M-V functional and the def2-TZVPD basis

The molecular weight comes out at 88.26 g mol⁻¹. Its energy relative to the best compared isomer or geometry (same formula, charge and spin) is 3.812 eV. The orbital gap (alpha / beta) comes out at 7.56 / 7.16 eV. The total charge is 0. The multiplicity is 1.

```
12
Properties=species:S:1:pos:R:3:forces:R:3
C -0.984 1.808 0.488 -0.41 3.12 -0.03
C -0.742 0.556 0.327 1.31 -2.19 0.21
Si -1.406 -1.160 -0.007 0.22 -0.41 -1.77
Si 2.203 -0.225 -0.154 -1.95 -0.62 -0.78
H -0.173 2.592 0.526 -0.77 -0.95 0.02
H -2.010 2.303 0.505 1.03 -0.95 0.10
H -2.182 -1.049 -1.324 0.24 0.01 0.70
H -2.362 -2.019 0.865 1.02 0.87 -0.18
H -0.108 -1.857 -0.483 -1.16 -0.08 0.70
H 3.093 0.643 0.546 0.61 0.89 0.23
H 2.551 -1.616 0.437 -0.46 0.84 -0.86
H 2.120 0.023 -1.725 0.33 -0.53 1.67
```
Positions in Å, forces in eV/Å.

Molecular formula: C2H9AgN4O4S3
Method: DFT, the ωB97M-V functional and the def2-TZVPD basis

The molecular weight comes out at 357.19 g mol⁻¹. The orbital gap (alpha / beta) comes out at 6.53 / 5.09 eV. The total charge is +1. The multiplicity is 2.

```
23
Properties=species:S:1:pos:R:3:forces:R:3
N 0.754 -1.155 0.641 -0.61 0.42 -0.78
C 1.619 -0.033 0.292 0.95 -0.55 1.36
N 2.517 -0.400 -0.783 -0.50 0.08 -0.28
N 2.478 0.345 1.447 -0.58 0.10 -0.25
C 0.858 1.254 -0.050 -0.36 -0.81 0.62
S -0.754 1.101 -0.815 0.76 0.04 -0.86
O -0.909 2.208 -1.665 -0.47 1.94 -0.56
O -0.857 -0.138 -1.556 -0.32 -1.16 0.40
N -1.934 1.325 0.366 0.94 -1.01 -0.26
S -2.979 0.047 0.728 -0.53 -0.70 -0.08
O -2.234 -1.087 1.128 1.36 -0.64 -0.58
O -3.841 0.583 1.679 -1.60 1.48 1.04
S -4.172 -0.356 -0.897 0.04 0.43 -0.06
H 1.278 -2.015 0.727 0.06 0.03 0.25
H 0.239 -0.963 1.491 -0.01 -0.32 0.10
H 2.155 -0.134 -1.689 0.11 -0.09 -0.09
H 2.704 -1.394 -0.767 0.18 0.01 -0.12
H 2.817 -0.529 1.840 0.40 0.10 -0.04
H 1.859 0.708 2.168 0.14 0.07 0.15
H 0.722 1.853 0.843 -0.14 0.24 0.11
H 1.462 1.827 -0.741 -0.16 0.33 -0.36
H -3.465 -1.381 -1.382 0.26 -0.02 0.12
Ag -0.316 -1.668 -3.007 0.09 0.05 0.17
```
Positions in Å, forces in eV/Å.

Molecular formula: C2H9BN
Method: DFT, the ωB97M-V functional and the def2-TZVPD basis

The molecular weight comes out at 57.91 g mol⁻¹. Its energy relative to the best compared isomer or geometry (same formula, charge and spin) is 0.683 eV. The SMILES is CBC[NH3+]. The orbital gap comes out at 11.26 eV. The total charge is +1. The multiplicity is 1.

```
13
Properties=species:S:1:pos:R:3:forces:R:3
C 2.316 0.040 0.084 -2.55 0.20 1.68
B 0.688 -0.194 0.209 -1.04 -0.82 -1.00
C -0.840 0.679 -0.244 3.46 1.51 0.58
N -1.968 -0.231 0.020 -1.15 -1.53 -1.38
H 2.783 0.393 1.076 -0.50 -1.30 -1.26
H 2.332 0.949 -0.444 0.65 1.14 -1.32
H 2.761 -0.811 -0.475 -0.02 0.64 0.81
H 0.200 -1.340 0.379 0.77 0.66 0.28
H -0.952 1.594 0.381 -0.01 -0.64 -0.43
H -0.764 1.039 -1.309 -0.41 -0.65 1.03
H -1.557 -1.052 0.507 -0.54 0.29 0.04
H -2.348 -0.623 -0.886 0.46 0.45 1.06
H -2.807 0.126 0.516 0.86 0.04 -0.09
```
Positions in Å, forces in eV/Å.

Molecular formula: C2H9BrSi3
Method: DFT, the ωB97M-V functional and the def2-TZVPD basis

The molecular weight comes out at 197.26 g mol⁻¹. Its energy relative to the best compared isomer or geometry (same formula, charge and spin) is 3.609 eV. The SMILES is C=[SiH]C[SiH2][SiH2]Br. The orbital gap comes out at 8.40 eV. The total charge is 0. The multiplicity is 1.

```
15
Properties=species:S:1:pos:R:3:forces:R:3
C 1.739 0.805 2.060 -2.09 -3.19 1.51
Si 0.745 -0.630 1.608 2.03 3.18 -3.53
C 0.823 -0.918 -0.369 1.52 0.94 0.55
Si 0.186 0.531 -1.424 1.03 -0.06 0.00
Si -2.067 0.331 -1.118 -0.82 -1.47 0.23
Br -2.367 0.031 1.134 -0.07 0.42 -0.35
H 1.501 1.623 1.442 0.25 0.97 -1.06
H 1.617 1.029 3.119 0.46 0.21 0.02
H 0.010 -1.758 1.955 -0.47 -1.54 1.54
H 1.928 -1.004 -0.693 -1.48 0.10 0.67
H 0.342 -1.824 -0.718 -0.22 -0.26 0.10
H 0.691 1.873 -0.754 -0.29 -1.16 -1.20
H 0.451 0.057 -2.931 -0.15 1.09 1.42
H -2.364 -1.066 -1.538 0.34 -0.07 -0.07
H -3.235 0.920 -1.773 -0.02 0.86 0.18
```
Positions in Å, forces in eV/Å.